[1]
An isolated ion of composition C5H10N2 and charge -1 at a distorted geometry, computed with ωB97M-V/def2-TZVPD.

Results
HOMO level (alpha / beta)   -0.575 / -2.856 eV
<S²>   0.764

```
! RIJCOSX wB97M-V def2-TZVPD def2/J DEFGRID3
* xyz -1 2
C -1.24 -0.36 -1.39
C -0.87 -0.90 -0.02
C 0.13 -0.09 0.74
C 0.90 -0.69 1.71
C 0.91 2.08 1.08
N 0.11 1.21 0.47
N -0.09 -0.23 -2.28
H -1.97 -0.99 -1.92
H -1.70 0.62 -1.35
H -0.53 -1.94 -0.16
H -1.77 -1.16 0.57
H 0.94 -1.75 1.93
H 1.75 -0.20 2.18
H 1.43 1.93 2.02
H 0.96 3.07 0.64
H 0.48 -1.07 -2.28
H 0.56 0.47 -1.94
*
```

=====

[2]
C33H44As3N5O3STi as an isolated structure at a distorted geometry, computed with ωB97M-V/def2-TZVPD.

Results
HOMO level (alpha / beta)   -4.134 / -4.694 eV
<S²>   0.757

```
! RIJCOSX wB97M-V def2-TZVPD def2/J DEFGRID3
* xyz -1 2
Ti -1.54 1.32 -0.92
O -1.94 -0.30 -1.92
C -3.10 -0.89 -2.13
C -3.34 -1.54 -3.34
C -4.51 -2.24 -3.55
C -5.49 -2.32 -2.56
C -5.28 -1.65 -1.37
C -4.12 -0.92 -1.14
C -4.06 -0.12 0.09
N -3.15 0.74 0.31
N -3.22 1.51 1.47
C -2.59 2.64 1.26
O -2.08 3.04 0.16
C -2.46 3.56 2.44
C -1.82 4.78 2.26
C -1.65 5.64 3.34
C -2.12 5.28 4.60
C -2.76 4.06 4.77
C -2.93 3.20 3.70
H -2.58 -1.47 -4.11
H -4.67 -2.74 -4.50
H -6.40 -2.88 -2.73
H -6.05 -1.66 -0.61
H -4.87 -0.24 0.81
H -1.44 5.03 1.28
H -1.13 6.58 3.20
H -1.98 5.95 5.44
H -3.12 3.77 5.75
H -3.42 2.25 3.82
N -2.00 2.25 -5.27
C -1.66 2.31 -3.93
S -2.97 2.47 -2.81
N -0.38 2.24 -3.69
N -0.09 2.23 -2.33
C 1.05 2.72 -2.00
C 1.52 2.87 -0.63
C 2.58 3.76 -0.44
C 3.03 4.10 0.82
C 2.39 3.54 1.92
C 1.36 2.64 1.77
C 0.92 2.24 0.49
O 0.01 1.31 0.38
H -2.91 2.62 -5.49
H -1.25 2.49 -5.90
H 1.67 3.14 -2.79
H 3.03 4.21 -1.32
H 3.85 4.80 0.94
H 2.71 3.82 2.92
H 0.86 2.21 2.62
C -0.06 -0.79 2.79
As -0.76 -1.72 1.21
C -2.13 -2.75 2.17
C 0.52 -3.24 1.12
C 1.91 -3.13 0.46
C 2.58 -4.48 0.71
C 1.81 -2.94 -1.06
As 1.23 -1.17 -1.77
C 2.94 -0.55 -2.51
C 0.51 -1.85 -3.46
C 2.67 -1.96 1.12
As 4.62 -1.63 1.07
C 5.25 -2.15 -0.72
C 5.29 -3.20 2.05
H 0.15 -1.50 3.59
H -0.83 -0.09 3.11
H 0.82 -0.22 2.53
H -1.70 -3.32 3.00
H -2.62 -3.44 1.49
H -2.87 -2.05 2.56
H -0.04 -4.04 0.63
H 0.67 -3.56 2.16
H 1.96 -5.28 0.31
H 2.71 -4.67 1.78
H 3.56 -4.55 0.24
H 1.11 -3.68 -1.47
H 2.78 -3.16 -1.52
H 3.47 -1.34 -3.03
H 3.57 -0.13 -1.72
H 2.72 0.25 -3.21
H 1.23 -2.48 -3.97
H 0.25 -0.99 -4.08
H -0.40 -2.41 -3.25
H 2.48 -1.97 2.19
H 2.24 -1.02 0.77
H 4.83 -1.49 -1.47
H 5.03 -3.18 -0.97
H 6.34 -2.01 -0.72
H 4.69 -3.35 2.95
H 6.32 -3.00 2.36
H 5.26 -4.12 1.46
*
```

=====

[3]
A 2-piece molecular cluster, C6H13NO overall at a distorted geometry, computed with ωB97M-V/def2-TZVPD.

Results
HOMO level   -6.994 eV
SMILES   C/C=C/C=C/NC.O

```
! RIJCOSX wB97M-V def2-TZVPD def2/J DEFGRID3
* xyz 0 1
C 2.38 -2.62 0.26
N 1.37 -1.71 0.99
C 0.77 -0.93 0.02
C 0.06 0.22 0.29
C -0.68 1.00 -0.63
C -1.75 0.50 -1.31
C -2.46 1.10 -2.38
H 2.07 -3.10 -0.65
H 2.57 -3.46 1.00
H 3.42 -1.98 0.30
H 1.64 -1.49 1.96
H 1.00 -1.42 -0.89
H 0.17 0.76 1.26
H -0.35 2.04 -0.70
H -1.78 -0.64 -1.24
H -2.54 2.18 -2.24
H -2.16 0.71 -3.37
H -3.60 0.75 -2.54
H 0.39 2.32 3.82
H -0.56 3.21 3.10
O 0.05 2.57 2.94
*
```

=====

[4]
A 2-piece molecular cluster, C2H6N2O2S overall at a distorted geometry, computed with ωB97M-V/def2-TZVPD.

Results
HOMO level (alpha / beta)   -9.129 / -9.903 eV

```
! RIJCOSX wB97M-V def2-TZVPD def2/J DEFGRID3
* xyz 0 1
C -0.32 -1.65 0.36
C 0.69 2.60 -0.14
N -1.13 -0.66 0.38
N -0.64 -3.03 0.17
O 0.34 1.59 2.43
O 1.76 0.45 0.80
S 0.53 1.16 1.07
H 0.75 -1.37 0.41
H 1.03 3.52 0.44
H 1.61 2.27 -0.68
H -0.30 2.81 -0.56
H 0.10 -3.61 0.42
H -1.49 -3.31 -0.28
*
```

=====

[5]
One molecule with the formula C20H23N3O4 at a distorted geometry, computed with ωB97M-V/def2-TZVPD.

Results
HOMO level   -8.426 eV
SMILES   Cc1cccc(NC(=O)[C@@H](CCC(N)=O)NC(=O)OCc2ccccc2)c1

```
! RIJCOSX wB97M-V def2-TZVPD def2/J DEFGRID3
* xyz 0 1
C -5.22 -2.66 0.60
C -4.10 -1.66 0.05
C -2.74 -1.85 0.11
C -1.90 -1.05 -0.33
C -2.36 0.02 -1.00
C -3.79 0.39 -0.88
C -4.75 -0.57 -0.32
H -5.74 -0.19 -0.68
H -4.11 1.45 -1.44
H -1.61 0.87 -1.19
N -0.64 -1.03 -0.21
C -0.02 -2.11 0.31
O -0.37 -3.35 0.87
C 1.65 -1.92 0.43
N 2.01 -0.73 0.81
C 1.85 0.44 0.43
O 1.38 0.50 -0.69
O 2.45 1.39 1.12
C 2.44 2.86 0.43
C 0.86 3.19 0.46
C -0.10 2.73 1.18
C -1.51 3.15 1.27
C -1.80 3.92 0.08
C -0.92 4.28 -0.73
C 0.47 4.07 -0.99
H 1.28 4.24 -1.50
H -1.16 4.63 -1.76
H -2.80 4.22 -0.14
H -2.20 2.68 1.95
H 0.29 2.11 2.19
H 2.86 2.91 -0.52
H 2.81 3.38 1.09
H 2.56 -0.67 1.83
H 2.00 -2.90 1.04
C 2.15 -2.30 -1.02
C 3.74 -2.25 -0.97
C 4.45 -1.20 -0.68
O 4.41 -0.13 -0.82
N 5.05 -1.32 0.70
H 5.07 -2.13 1.21
H 5.69 -0.67 1.19
H 3.82 -3.24 -0.15
H 3.94 -2.67 -2.00
H 1.91 -1.52 -1.62
H 1.60 -3.06 -1.51
H 0.14 -0.55 -0.66
H -2.48 -2.98 0.60
H -4.68 -3.55 1.20
H -6.05 -2.08 0.95
H -5.83 -3.11 -0.29
*
```

=====

[6]
A 2-piece molecular cluster, CH6NO2P overall at a distorted geometry, computed with ωB97M-V/def2-TZVPD.

Results
HOMO level (alpha / beta)   -9.698 / -9.697 eV

```
! RIJCOSX wB97M-V def2-TZVPD def2/J DEFGRID3
* xyz 0 1
C -0.95 0.07 0.17
N -0.75 1.54 0.37
O 0.39 -2.27 0.39
O 1.07 -1.15 -1.70
P 0.59 -0.98 -0.14
H -1.24 -0.47 1.17
H -1.62 -0.17 -0.72
H 1.64 -0.48 -2.13
H -1.46 1.81 1.10
H 0.13 1.76 0.71
H 2.20 0.33 0.78
*
```

=====

Relative energy (zero: lowest compared OMol25 entry of this formula, charge and spin) list, top to bottom, in kJ/mol: 0.0; 102.7; 393.3; 390.2; 1963.2; 356.0
Total energy list, top to bottom, in eV: -8325.62961; -264999.56323; -9967.09838; -20078.04208; -33756.58084; -16006.19738